Entry 1:
70
Properties=species:S:1:pos:R:3 method="wB97M-V/def2-TZVPD" e_tot_ha=-3396.20299 total_charge=-1 gap_ev="5.41 / 5.41"
Cd 0.7786 0.8267 0.7150
C 1.5274 0.6109 -4.1069
C 2.2153 -0.4255 -3.2962
N 3.1891 -1.1573 -3.8487
C 3.9983 -1.8945 -3.0628
C 3.7714 -2.0931 -1.7277
C 4.6316 -3.1625 -0.9326
O 3.7719 -4.2401 -0.5617
C 2.6893 -1.3641 -1.1211
C 2.2501 -1.8275 0.1319
N 1.0307 -1.5395 0.7423
C 0.4394 -2.5569 1.4964
C 0.9624 -3.9112 1.4884
C 0.3577 -4.8968 2.2688
C -0.8266 -4.6548 2.9521
C -1.4841 -3.4230 2.8611
C -0.7775 -2.3128 2.2574
I -1.5571 -0.4414 2.5780
C 2.0199 -0.2838 -1.8882
O 1.4037 0.7387 -1.4385
H 1.5750 0.3933 -5.1740
H 2.0067 1.5676 -3.8444
H 0.4221 0.6305 -3.9410
H 4.7930 -2.3267 -3.6496
H 5.0711 -2.6620 -0.1185
H 5.4933 -3.4428 -1.5480
H 4.1498 -5.0844 -0.8158
H 3.0248 -2.4933 0.5592
H 1.7972 -4.1564 0.7758
H 0.8317 -5.8627 2.4199
H -1.3321 -5.4392 3.5654
H -2.4074 -3.1206 3.3158
C -2.1504 -1.1901 -3.0167
C -2.6586 -0.2406 -1.9404
C -3.9518 -0.4459 -1.3361
C -4.2860 0.1287 -0.0983
C -5.5144 -0.2409 0.7100
C -3.3498 1.0467 0.4283
C -2.0586 1.4283 -0.2367
C -1.8497 0.7503 -1.4339
N -1.2227 2.2199 0.3530
C -1.3842 3.6485 0.4709
C -1.9714 4.2579 -0.7987
C -2.2123 4.0411 1.6962
C 0.0968 4.1840 0.5354
H -1.0761 -1.2555 -2.8420
H -2.3280 -0.8022 -4.0262
H -2.5671 -2.1866 -2.9826
H -4.6252 -1.1974 -1.7797
H -6.3899 -0.2720 0.0643
H -5.6756 0.4021 1.6085
H -5.3415 -1.2593 1.0876
H -3.5811 1.4422 1.3944
H -1.0219 1.1625 -2.0278
H -2.9658 3.7608 -0.9364
H -1.2588 4.0374 -1.6896
H -2.1381 5.3483 -0.7968
H -3.2375 3.6855 1.4789
H -2.2291 5.1509 1.8172
H -1.8031 3.5603 2.5754
H 0.6787 3.7917 -0.2659
H 0.4811 3.8450 1.4558
H 0.1360 5.2509 0.4878
Cl 3.8475 0.9619 4.6362
C 3.4850 2.4882 3.6301
Cl 4.9971 2.9119 2.8660
Cl 2.9671 3.7480 4.7388
C 2.3453 2.0561 2.6145
O 1.1616 2.2752 2.9363
O 2.8359 1.5113 1.5705

Entry 2:
67
Properties=species:S:1:pos:R:3 method="wB97M-V/def2-TZVPD" e_tot_ha=-1752.14510 total_charge=+1 gap_ev=8.70
Cd 0.8154 0.2142 0.3695
N -0.7381 -1.0420 2.0253
C -1.1818 -0.1178 3.0248
C -1.7813 -0.5222 4.1817
C -2.2330 0.4140 5.1393
C -2.1068 1.7519 4.9143
C -1.4710 2.2081 3.7349
C -1.2946 3.5806 3.4373
C -0.6435 3.9544 2.2994
C -0.1253 2.9534 1.4568
N -0.2828 1.6711 1.7039
C -0.9751 1.2739 2.8070
H -0.7524 -1.9896 2.3808
H -1.3450 -0.9999 1.2073
H -1.9356 -1.5801 4.3601
H -2.7076 0.0566 6.0432
H -2.4827 2.4758 5.6267
H -1.6820 4.3226 4.1258
H -0.4951 4.9945 2.0450
H 0.4442 3.2040 0.5672
O 2.1378 1.9438 -3.1347
C 1.9505 1.2834 -2.1325
O 1.6449 1.7027 -0.9588
C 2.0795 -0.2477 -2.2943
C 2.6649 -0.7504 -3.4738
C 2.7704 -2.0970 -3.6359
C 2.2784 -2.9697 -2.6364
C 2.3363 -4.3795 -2.7472
C 1.8339 -5.1730 -1.7580
C 1.2524 -4.5909 -0.6078
C 1.1874 -3.2339 -0.4754
C 1.6995 -2.3952 -1.4901
N 1.6216 -1.0368 -1.3431
H 3.0065 -0.0404 -4.2122
H 3.2247 -2.5157 -4.5265
H 2.7850 -4.8164 -3.6316
H 1.8798 -6.2502 -1.8472
H 0.8603 -5.2310 0.1720
H 0.7552 -2.7733 0.4051
O -1.2998 -0.0548 -0.7354
C -1.6368 0.3650 -1.8439
C -1.6983 -0.5050 -3.0588
C -3.2192 -0.6756 -3.3581
C -4.1812 -0.4549 -2.1639
C -4.5368 1.0076 -1.8197
C -3.4013 1.8105 -1.1789
N -2.1828 1.6070 -1.9842
H -1.2136 -1.4550 -2.8441
H -1.1867 -0.0372 -3.9027
H -3.3698 -1.6854 -3.7372
H -3.5090 -0.0003 -4.1662
H -3.7905 -0.9596 -1.2735
H -5.1131 -0.9650 -2.4080
H -5.4024 1.0201 -1.1539
H -4.8482 1.5149 -2.7396
H -3.1891 1.4678 -0.1680
H -3.6339 2.8725 -1.1338
H -2.3364 1.8516 -2.9546
C 5.5115 1.9744 2.2738
C 5.0819 0.5631 2.6867
C 3.7456 0.2352 2.1828
N 2.7048 0.0138 1.7601
H 6.5130 2.1650 2.6534
H 4.8372 2.7243 2.6842
H 5.5248 2.0779 1.1901
H 5.0628 0.4565 3.7714
H 5.7721 -0.1870 2.3002

Entry 3:
69
Properties=species:S:1:pos:R:3 method="wB97M-V/def2-TZVPD" spin_multiplicity=2 e_tot_ha=-3892.63317 total_charge=+1 s_squared=0.76 gap_ev="7.58 / 7.96"
Cr -0.3019 -0.0635 0.0514
O -1.7861 -0.5527 -0.8721
C -2.7968 0.0211 -1.4997
C -3.7420 -0.7632 -2.1702
C -4.7379 -0.1509 -2.8913
C -4.8426 1.2522 -2.9643
C -3.9467 2.0218 -2.2780
C -2.9120 1.4168 -1.5301
C -1.9835 2.2282 -0.8241
N -0.9404 1.8210 -0.1736
C -0.1335 2.8539 0.5102
C 1.3007 2.3772 0.5255
N 1.2655 0.9414 0.8501
C 2.1836 0.4726 1.6092
C 2.2200 -0.8653 2.1492
C 3.3126 -1.2601 2.9377
C 3.3315 -2.4943 3.5419
C 2.2183 -3.3343 3.3996
C 1.1248 -2.9566 2.6481
C 1.1305 -1.7275 1.9887
O 0.0886 -1.4048 1.2248
H -3.6617 -1.8401 -2.1091
H -5.4565 -0.7641 -3.4211
H -5.6273 1.7118 -3.5492
H -4.0185 3.1040 -2.3009
H -2.1770 3.3012 -0.8338
H -0.5012 2.9719 1.5307
H -0.2215 3.8115 -0.0004
H 1.8819 2.9288 1.2624
H 1.7612 2.5102 -0.4544
H 2.9796 1.1471 1.9287
H 4.1444 -0.5739 3.0625
H 4.1769 -2.8020 4.1422
H 2.2107 -4.2963 3.8981
H 0.2503 -3.5916 2.5529
Cl 3.4333 1.0676 -2.3047
C 2.2238 0.9759 -3.5962
Cl 0.5831 1.3086 -3.0213
H 2.2296 -0.0302 -3.9927
H 2.4683 1.7183 -4.3424
C 5.4074 -4.0494 0.2289
C 4.8892 -3.4220 -1.0649
C 3.7224 -2.4671 -0.8401
N 2.5275 -3.2176 -0.4586
C 1.3073 -3.0570 -0.9140
S 0.7961 -1.7997 -1.9529
N 0.3468 -3.9438 -0.4879
C 0.3977 -5.0790 0.3519
O -0.5795 -5.3464 1.0026
C 1.6195 -5.9358 0.3566
C 2.0008 -6.5250 1.5568
C 3.0964 -7.3738 1.5909
C 3.7866 -7.6612 0.4192
C 3.3762 -7.1110 -0.7896
C 2.2967 -6.2424 -0.8218
H 6.2347 -4.7315 0.0328
H 4.6348 -4.6296 0.7471
H 5.7605 -3.2790 0.9180
H 4.5749 -4.2035 -1.7610
H 5.6898 -2.8619 -1.5517
H 3.4873 -1.8945 -1.7349
H 3.9587 -1.7623 -0.0408
H 2.6805 -3.9700 0.1991
H -0.5948 -3.6081 -0.6407
H 1.4277 -6.3169 2.4526
H 3.3991 -7.8276 2.5258
H 4.6409 -8.3253 0.4460
H 3.8891 -7.3678 -1.7077
H 1.9654 -5.8210 -1.7647

Entry 4:
72
Properties=species:S:1:pos:R:3 method="wB97M-V/def2-TZVPD" spin_multiplicity=3 e_tot_ha=-3805.27803 s_squared=2.03 gap_ev="4.97 / 6.63"
Ti 0.8342 -0.3692 -0.3539
Cl 6.7308 -4.1019 -0.6916
C 5.1130 -3.6026 -0.3139
C 4.6238 -2.4484 -0.9196
C 3.3356 -2.0147 -0.6383
N 2.7055 -0.8566 -1.1039
C 3.3556 0.0687 -1.8790
O 4.4002 -0.0892 -2.5019
C 2.6804 1.3825 -1.8029
C 3.2143 2.4993 -2.4099
C 2.6672 3.7540 -2.1864
C 1.6133 3.8408 -1.2536
C 1.1038 2.7066 -0.6937
N 1.5393 1.4398 -1.0091
C 2.5444 -2.7705 0.2521
C 3.0359 -3.9138 0.8546
C 4.3310 -4.3325 0.5646
Cl 4.9273 -5.7693 1.3294
N 1.2347 -2.2827 0.3619
C 0.1837 -3.0571 0.6769
O 0.0342 -3.9435 1.5034
C -0.9588 -2.7720 -0.3039
C -2.1020 -3.5538 -0.3175
C -2.9400 -3.4764 -1.4190
C -2.6219 -2.6076 -2.4545
C -1.5012 -1.8026 -2.3245
N -0.6859 -1.8793 -1.2721
H 5.2403 -1.8979 -1.6111
H 4.0867 2.3530 -3.0327
H 3.0718 4.6378 -2.6573
H 1.2121 4.8011 -0.9559
H 0.3244 2.7592 0.0545
H 2.4200 -4.4776 1.5395
H -2.2686 -4.2394 0.5010
H -3.8214 -4.1012 -1.4828
H -3.2307 -2.5467 -3.3456
H -1.2320 -1.0873 -3.0924
C -3.5878 3.3633 -0.6010
N -3.4843 2.3255 -1.6243
C -4.5101 1.3152 -1.3738
N -4.4719 0.7474 -0.0262
C -4.5545 1.8392 0.9394
N -3.5179 2.8524 0.7691
C -2.1923 2.3214 1.0767
P -1.6969 0.9143 -0.0440
C -2.1472 1.7353 -1.6472
C -3.2674 -0.0533 0.1836
H -4.5497 3.8655 -0.7216
H -2.7918 4.0946 -0.7527
H -4.4036 0.5096 -2.1033
H -5.4872 1.7822 -1.5128
H -4.4940 1.4292 1.9496
H -5.5246 2.3258 0.8198
H -2.1804 1.9716 2.1129
H -1.4607 3.1280 1.0016
H -2.0900 1.0005 -2.4531
H -1.4018 2.5043 -1.8623
H -3.2818 -0.4638 1.1973
H -3.2715 -0.8994 -0.5023
C 0.8528 0.6538 3.9270
C 2.3467 0.7876 3.5701
C 2.4249 0.4100 2.0875
O 1.0428 0.3339 1.6350
C 0.2854 -0.1396 2.7648
H 0.3773 1.6337 3.9751
H 0.6912 0.1495 4.8776
H 2.9591 0.1108 4.1629
H 2.7050 1.8000 3.7436
H 2.8824 -0.5697 1.9338
H 2.9153 1.1439 1.4524
H 0.4518 -1.2151 2.8769
H -0.7679 0.0432 2.5573

Entry 5:
68
Properties=species:S:1:pos:R:3 method="wB97M-V/def2-TZVPD" spin_multiplicity=4 e_tot_ha=-5067.35019 total_charge=-1 s_squared=3.76 gap_ev="4.41 / 4.38"
Co -1.2837 1.0640 1.3866
S -1.1734 -0.5869 3.2638
S -2.9826 -0.5317 4.0517
S -4.3006 1.0638 3.2460
S -3.4593 2.2012 1.8736
Cl 1.8017 -0.0021 1.9199
C 2.9085 -0.5795 0.7182
C 4.2785 -0.4610 0.8767
C 5.1289 -0.9185 -0.1200
C 4.6044 -1.4846 -1.2727
C 3.2364 -1.6098 -1.4263
C 2.3663 -1.1778 -0.4286
P 0.5364 -1.1587 -0.5618
C 0.1173 -2.7603 0.2119
C -1.0966 -3.3619 -0.1216
C -1.5454 -4.4722 0.5664
C -0.8116 -4.9686 1.6308
C 0.3836 -4.3654 1.9855
C 0.8554 -3.2816 1.2690
C 0.3923 -1.5652 -2.3424
C 0.4132 -2.8496 -2.8867
C 0.3532 -3.0232 -4.2559
C 0.2799 -1.9281 -5.1037
C 0.2569 -0.6467 -4.5679
C 0.3091 -0.4707 -3.2000
H 4.6719 -0.0102 1.7750
H 6.1982 -0.8260 0.0005
H 5.2594 -1.8370 -2.0567
H 2.8379 -2.0511 -2.3283
H -1.6625 -2.9858 -0.9654
H -2.4775 -4.9430 0.2834
H -1.1787 -5.8262 2.1755
H 0.9417 -4.7406 2.8321
H 1.8057 -2.8381 1.5218
H 0.4808 -3.7107 -2.2355
H 0.3780 -4.0230 -4.6686
H 0.2475 -2.0689 -6.1747
H 0.2044 0.2159 -5.2167
H 0.2862 0.5216 -2.7703
O -2.5712 -0.5882 0.6172
C -3.0219 -0.3066 -0.6896
C -2.4279 0.9900 -1.1822
C -3.0188 1.7140 -2.1956
C -2.3962 2.8654 -2.6680
C -1.1676 3.2123 -2.1031
C -0.6393 2.4358 -1.1002
N -1.2631 1.3538 -0.5924
H -2.1325 -1.4489 0.6703
H -4.1171 -0.2309 -0.6777
H -2.7403 -1.1090 -1.3837
H -3.9525 1.3750 -2.6240
H -2.8373 3.4581 -3.4555
H -0.6248 4.0738 -2.4589
H 0.3249 2.6581 -0.6631
C 0.1269 4.5061 1.7294
C 0.1212 3.3762 2.7790
C -0.9368 3.7086 3.8515
C 1.5076 3.3006 3.4611
O -0.1067 2.1645 2.1828
H 0.2719 5.4761 2.2008
H -0.8258 4.4942 1.2045
H 0.9253 4.3415 1.0078
H -0.6697 4.6242 4.3752
H -1.0112 2.8976 4.5731
H -1.9089 3.8397 3.3825
H 1.7622 4.2420 3.9434
H 2.2714 3.0637 2.7231
H 1.4965 2.5108 4.2079

Entry 6:
71
Properties=species:S:1:pos:R:3 method="wB97M-V/def2-TZVPD" spin_multiplicity=2 e_tot_ha=-3481.58503 s_squared=1.21 gap_ev="6.69 / 6.89"
Co -0.7289 -0.4606 1.0118
C -3.9945 -1.6728 1.7071
C -3.7948 -0.5724 0.6753
N -2.6777 0.3456 0.9629
C -2.6577 1.4416 -0.0440
C -2.5137 0.9838 -1.4851
C -2.8393 0.9692 2.3002
C -1.5375 1.5955 2.7707
N -0.5214 0.5773 2.5931
C 0.7426 0.7903 3.0355
C 1.6823 -0.2310 2.7880
F 1.2376 -1.3264 2.0982
C 2.9887 -0.1859 3.2059
F 3.8029 -1.2165 2.9237
C 3.4705 0.9046 3.9022
C 2.5771 1.9271 4.1591
F 3.0029 3.0059 4.8321
C 1.2568 1.8895 3.7513
F 0.4810 2.9475 4.0603
H -4.5371 -2.5035 1.2558
H -4.5658 -1.3369 2.5706
H -3.0343 -2.0516 2.0646
H -4.7174 0.0138 0.5612
H -3.5940 -1.0298 -0.2925
H -1.8220 2.0958 0.2052
H -3.5893 2.0129 0.0690
H -1.6457 0.3355 -1.5980
H -2.3362 1.8596 -2.1085
H -3.4084 0.4901 -1.8669
H -3.1077 0.1894 3.0095
H -3.6537 1.7026 2.2666
H -1.6609 1.8761 3.8192
H -1.2921 2.5030 2.2098
H 4.4985 0.9603 4.2257
F -3.4132 -6.3755 -1.3270
C -2.0796 -6.2799 -1.1960
F -1.6947 -7.2249 -0.3324
F -1.5472 -6.5746 -2.3898
C -1.6824 -4.9046 -0.7476
C -1.1607 -4.6790 0.5165
C -0.8507 -3.3794 0.8689
N -1.0363 -2.3378 0.0515
C -1.5137 -2.5704 -1.1714
C -1.8541 -3.8347 -1.6129
H -0.9967 -5.4898 1.2100
H -0.4333 -3.1550 1.8430
H -1.6113 -1.7071 -1.8153
H -2.2380 -3.9812 -2.6125
C 4.8165 2.4147 -4.6047
C 3.7942 2.1797 -3.5283
C 2.6096 2.9018 -3.4895
C 1.6578 2.6949 -2.4969
C 0.3995 3.5212 -2.5132
C 1.8935 1.7139 -1.5281
C 3.0820 0.9794 -1.5421
C 3.3771 -0.0472 -0.4827
C 4.0168 1.2310 -2.5391
C 0.8602 1.4570 -0.4552
O 0.4479 2.3754 0.2525
O 0.4498 0.2384 -0.3770
H 4.5565 3.2803 -5.2132
H 4.8933 1.5495 -5.2667
H 5.8047 2.5858 -4.1747
H 2.4218 3.6593 -4.2432
H 0.5165 4.3789 -3.1748
H 0.1474 3.8710 -1.5148
H -0.4418 2.9302 -2.8851
H 3.2032 0.3656 0.5132
H 4.4160 -0.3717 -0.5387
H 2.7301 -0.9180 -0.5860
H 4.9481 0.6734 -2.5363

Entry 7:
62
Properties=species:S:1:pos:R:3 method="wB97M-V/def2-TZVPD" spin_multiplicity=5 e_tot_ha=-3720.46608 s_squared=6.04 gap_ev="6.57 / 5.38"
C -1.8676 -0.7185 -2.2208
C -1.0945 0.4608 -2.2110
C 0.1770 0.1741 -1.6090
H -1.3491 1.4154 -2.6684
C 0.2141 -1.2609 -1.3152
C -1.0836 -1.7869 -1.6977
H 1.1260 -1.8178 -1.1196
C -2.8293 0.9124 1.3683
C -2.7563 1.8506 0.3337
C -1.4187 2.2236 0.1081
H -3.6132 2.2830 -0.1890
C -0.5912 1.5419 1.0701
C -1.4903 0.6566 1.8756
H 1.0335 0.8339 -1.5629
H -1.3554 -2.8361 -1.6747
H -2.8695 -0.8069 -2.6335
H -1.2136 0.2943 2.8636
H -1.0451 2.9640 -0.6127
H -3.7366 0.4821 1.7803
Ir -0.6352 -0.4898 0.4453
C 0.8208 1.8502 1.5360
C 0.7683 2.0507 3.0683
C 1.3692 3.1383 0.8952
H 0.0164 2.8350 3.2754
H 1.7286 2.3875 3.4798
H 0.4851 1.1231 3.5795
H 0.7197 3.9812 1.1828
H 1.3861 3.0665 -0.2026
H 2.3910 3.3593 1.2512
C 1.5761 0.5910 1.0265
C 2.6749 -0.0936 1.7976
H 1.9804 0.7767 0.0181
H 0.8894 -0.3603 1.0437
O 2.2885 -0.6090 2.8483
N 3.8641 -0.3000 1.0762
C 3.7067 -1.1791 -0.1308
H 4.6339 -0.6162 1.6620
C 3.7475 -0.4659 -1.4579
C 3.5219 -1.1734 -2.6476
H 3.3550 -2.2530 -2.6128
C 3.5249 -0.5059 -3.8800
H 3.3435 -1.0619 -4.8042
C 3.7695 0.8725 -3.9297
H 3.7524 1.4002 -4.8931
C 4.0465 1.5719 -2.7487
H 4.2685 2.6382 -2.7716
C 4.0475 0.8954 -1.5173
H 4.3111 1.4130 -0.5937
H 2.7592 -1.7297 -0.0328
H 4.5031 -1.9321 -0.0878
Se -1.2754 -2.5528 1.2994
C -3.1549 -2.3677 1.1687
C -3.8558 -2.2329 2.3814
C -5.2401 -2.2179 2.3959
C -5.9568 -2.2989 1.1861
C -5.2567 -2.3700 -0.0350
C -3.8686 -2.4201 -0.0393
H -3.2802 -2.1687 3.3056
H -5.7752 -2.1546 3.3509
H -7.0457 -2.3205 1.1942
H -5.8062 -2.4063 -0.9863
H -3.3355 -2.5359 -0.9822